The following is a DFT calculation (the ωB97M-V functional and the def2-TZVPD basis) of a cluster of 6 separate species, C39H44O2Si in total at a distorted geometry.

Values from the calculation:
* Kohn-Sham gap: 9.429 eV
* SMILES string: C#C[C@H]1CC(=O)O[C@@H]1[Si](C)(C)C.c1ccccc1.c1ccccc1.c1ccccc1.c1ccccc1.c1ccccc1
* M: 572.865 g/mol

Structure (ORCA input):
```
! wB97M-V def2-TZVPD RIJCOSX def2/J DEFGRID3
* xyz 0 1
C -0.39 1.97 5.89
C -0.10 3.18 5.42
C -0.23 4.78 5.13
C 1.18 5.48 4.73
C 0.88 5.72 3.14
O 1.70 5.64 2.17
O -0.56 6.01 3.10
C -1.16 4.86 3.80
Si -3.01 4.97 4.33
C -3.69 6.76 4.50
C -4.08 3.99 3.07
C -3.28 4.14 6.08
H -0.74 0.97 6.36
H -0.72 5.38 5.98
H 1.17 6.57 5.11
H 2.12 4.90 5.04
H -1.06 4.01 3.03
H -4.71 6.79 3.95
H -3.91 7.04 5.61
H -3.00 7.59 4.09
H -4.64 3.15 3.65
H -3.39 3.58 2.25
H -4.83 4.71 2.54
H -2.64 4.70 6.87
H -3.00 3.01 6.02
H -4.38 4.27 6.41
C 4.38 2.44 -1.47
C 5.73 2.65 -1.20
C 6.11 3.52 -0.18
C 5.13 4.18 0.56
C 3.78 3.98 0.28
C 3.41 3.11 -0.73
H 4.09 1.76 -2.26
H 6.49 2.14 -1.78
H 7.16 3.68 0.04
H 5.43 4.86 1.36
H 3.03 4.50 0.86
H 2.36 2.95 -0.95
C 0.62 -0.65 -3.74
C 0.31 -1.99 -3.55
C 0.87 -2.69 -2.48
C 1.73 -2.03 -1.60
C 2.04 -0.69 -1.79
C 1.48 0.00 -2.86
H 0.18 -0.10 -4.57
H -0.35 -2.50 -4.24
H 0.63 -3.73 -2.33
H 2.15 -2.57 -0.76
H 2.71 -0.19 -1.11
H 1.72 1.05 -3.01
C 2.06 -4.80 -5.57
C 2.78 -4.63 -6.75
C 2.50 -5.44 -7.85
C 1.51 -6.41 -7.77
C 0.79 -6.57 -6.59
C 1.07 -5.77 -5.49
H 2.28 -4.16 -4.71
H 3.56 -3.88 -6.81
H 3.06 -5.31 -8.77
H 1.29 -7.03 -8.63
H 0.02 -7.33 -6.52
H 0.51 -5.90 -4.56
C -4.90 -3.63 -3.83
C -3.55 -3.42 -3.56
C -3.17 -2.55 -2.54
C -4.14 -1.88 -1.80
C -5.49 -2.09 -2.08
C -5.87 -2.96 -3.09
H -5.19 -4.31 -4.62
H -2.79 -3.93 -4.14
H -2.12 -2.39 -2.32
H -3.85 -1.21 -1.00
H -6.25 -1.57 -1.50
H -6.92 -3.12 -3.31
C 0.18 -3.46 1.56
C -0.22 -4.72 2.00
C 0.27 -5.23 3.20
C 1.16 -4.48 3.96
C 1.57 -3.22 3.52
C 1.07 -2.71 2.32
H -0.21 -3.06 0.63
H -0.91 -5.31 1.40
H -0.04 -6.21 3.54
H 1.55 -4.88 4.89
H 2.27 -2.64 4.11
H 1.39 -1.73 1.97
*
```